Record 1
A structure of composition C3H15BrN6O4 at a distorted geometry. Source: the Open Molecules 2025 dataset; level of theory: ωB97M-V with the def2-TZVPD basis set.

Structure (XYZ):
```
29
Properties=species:S:1:pos:R:3:lowdin_charge:R:1
O 3.36 0.51 2.17 0.14
H 3.45 0.23 3.10 0.16
H 2.58 -0.04 1.69 -0.13
H 4.20 0.26 1.74 0.16
Br 1.33 -0.56 0.30 0.13
C 3.01 1.95 -2.52 -0.68
O 3.58 2.61 -3.37 0.02
N 2.91 2.36 -1.21 0.13
N 2.40 0.73 -2.79 0.14
H 2.40 1.80 -0.54 0.00
H 2.91 3.36 -1.08 0.10
H 1.83 0.53 -1.98 -0.05
H 2.03 0.70 -3.73 0.10
C -2.28 2.04 -0.42 -0.69
O -3.02 2.93 -0.79 0.01
N -0.95 2.01 -0.74 0.14
N -2.73 0.93 0.24 0.15
H -0.41 1.17 -0.57 -0.04
H -0.55 2.70 -1.34 0.09
H -2.26 0.05 0.15 0.05
H -3.67 0.80 0.55 0.10
C -2.74 -2.95 1.19 -0.66
O -3.26 -1.98 0.67 0.02
N -3.46 -4.00 1.69 0.15
N -1.38 -3.08 1.29 0.15
H -4.42 -4.07 1.41 0.10
H -3.06 -4.70 2.28 0.09
H -0.78 -2.37 0.90 0.01
H -1.02 -3.91 1.71 0.09
```

Output
Energy (Ha): -3326.90855
Energy relative to the best compared isomer or geometry (same formula, charge and spin) (kcal per mole): 0.0
Orbital gap (Ha): 0.27786

=====

Record 2
A cluster of 3 separate species, C3H15N2O2 in total at a distorted geometry. Source: the Open Molecules 2025 dataset; level of theory: ωB97M-V with the def2-TZVPD basis set.

Structure (XYZ):
```
22
Properties=species:S:1:pos:R:3:lowdin_charge:R:1
N 0.32 0.65 0.77 0.11
C 0.64 -0.64 -0.07 -0.25
C 1.68 -0.18 -1.14 -0.04
C -0.75 -1.20 -0.68 -0.23
N -0.75 -2.67 -0.66 0.02
H 0.96 1.43 0.45 0.11
H 0.41 0.53 1.80 0.15
H -0.68 0.94 0.62 0.13
H 1.12 -1.28 0.72 0.15
H 1.84 0.92 -1.19 0.07
H 1.20 -0.74 -2.01 0.09
H 2.68 -0.77 -0.93 0.13
H -1.69 -1.05 -0.06 0.12
H -1.11 -0.67 -1.59 0.12
H -1.69 -2.92 -0.80 0.06
H -0.15 -3.07 -1.31 0.05
H -1.30 0.15 3.25 0.07
H -2.20 0.60 2.04 -0.04
O -1.51 0.71 2.54 0.05
H 0.52 2.85 -1.35 0.11
H 0.22 3.64 -0.01 0.06
O 0.23 2.79 -0.40 -0.04
```

Output
Charge: +1
Energy (Ha): -382.97810
Energy relative to the best compared isomer or geometry (same formula, charge and spin) (kcal per mole): 61.4
Orbital gap (Ha): 0.37539

=====

Record 3
A cluster of 5 separate species, C3H15N2O2S in total at a distorted geometry. Source: the Open Molecules 2025 dataset; level of theory: ωB97M-V with the def2-TZVPD basis set.

Structure (XYZ):
```
23
Properties=species:S:1:pos:R:3:lowdin_charge:R:1
N 5.19 -0.21 0.19 0.06
C -2.48 0.63 -0.25 -0.11
C -2.95 -0.65 -0.09 0.09
S 1.25 -0.07 0.08 0.71
C -1.57 1.35 0.79 -0.24
N -0.75 2.26 0.02 0.13
H 4.27 -0.02 0.51 -0.06
H 5.46 0.66 -0.32 0.04
H 5.89 -0.48 0.83 0.01
H -2.46 0.95 -1.31 0.12
H -2.43 -1.08 0.76 0.04
H -3.57 -1.37 -0.77 0.13
H 2.26 0.88 -0.27 -0.13
H -1.05 0.56 1.28 0.04
H -2.18 2.00 1.39 0.14
H -0.84 3.32 0.21 0.17
H 0.14 1.93 -0.36 -0.01
H 0.18 -1.58 1.72 -0.04
H -0.82 -2.16 2.82 0.08
O -0.75 -1.65 1.99 -0.09
H -0.46 -0.79 -2.03 -0.04
H -0.21 -1.64 -3.30 0.06
O -0.91 -1.16 -2.82 -0.08
```

Output
Charge: +1
Energy (Ha): -780.94298
Energy relative to the best compared isomer or geometry (same formula, charge and spin) (kcal per mole): 197.4
Orbital gap (Ha): 0.11987

=====

Record 4
A cluster of 4 separate species, C3H15NO3 in total at a distorted geometry. Source: the Open Molecules 2025 dataset; level of theory: ωB97M-V with the def2-TZVPD basis set.

Structure (XYZ):
```
22
Properties=species:S:1:pos:R:3:lowdin_charge:R:1
C -0.87 -2.25 -2.56 -0.09
C -1.36 -1.63 -1.20 -0.29
N -0.78 -0.30 -0.99 -0.13
C 0.71 -0.33 -0.91 -0.13
H -0.57 -3.30 -2.45 0.06
H -0.07 -1.69 -3.02 0.05
H -1.74 -2.40 -3.20 0.06
H -1.14 -2.38 -0.42 0.09
H -2.44 -1.62 -1.17 0.09
H -1.16 0.03 -0.10 0.09
H 1.08 -1.06 -1.66 0.06
H 1.27 0.56 -1.13 0.06
H 1.04 -0.74 0.04 0.07
O -1.64 5.30 2.25 -0.06
H -2.14 5.70 1.54 0.03
H -1.16 4.51 2.01 0.03
O 5.66 3.10 1.52 -0.08
H 6.61 3.26 1.43 0.03
H 5.30 3.55 0.72 0.04
O -2.27 -2.82 2.82 -0.08
H -2.98 -2.53 3.41 0.04
H -1.35 -2.95 3.07 0.04
```

Output
Energy (Ha): -403.71112
Energy relative to the best compared isomer or geometry (same formula, charge and spin) (kcal per mole): 47.8
Orbital gap (Ha): 0.34413
SMILES string: CCNC.O.O.O